Below is C8H9B2BeF14N4O4S2 as an isolated structure, with properties calculated with ωB97M-V/def2-TZVPD.

```
44
Properties=species:S:1:pos:R:3
Be 0.622 0.202 -0.477
B 2.098 -0.235 -3.078
F 1.938 0.847 -2.276
F 3.359 -0.717 -2.962
F 1.199 -1.165 -2.779
F 1.821 0.141 -4.408
B 3.340 1.408 0.943
F 2.339 2.368 1.037
F 2.910 0.269 0.248
F 4.441 1.929 0.356
F 3.686 0.977 2.180
C 2.400 -3.524 0.224
F 2.879 -2.954 1.361
F 2.688 -2.848 -0.846
F 2.948 -4.766 0.140
S 0.466 -3.563 0.322
O 0.169 -3.848 -1.105
O 0.065 -4.625 1.260
N 0.061 -1.886 0.751
S -1.242 -1.952 1.609
O -1.941 -0.639 1.503
O -2.106 -3.091 1.456
C -0.557 -1.985 3.448
F -0.162 -3.232 3.793
F 0.404 -1.138 3.666
F -1.477 -1.578 4.304
C -1.282 4.810 -2.414
C -0.591 3.597 -1.964
N -0.059 2.609 -1.624
H -1.626 5.374 -1.547
H -2.091 4.631 -3.122
H -0.571 5.441 -2.947
C -0.881 2.674 3.703
C -0.656 2.127 2.399
N -0.445 1.690 1.363
H -0.628 2.043 4.556
H -1.960 2.804 3.780
H -0.334 3.602 3.869
C -3.962 -1.036 -3.028
C -2.647 -0.936 -2.373
N -1.583 -0.857 -1.826
H -4.119 -1.834 -3.754
H -4.160 -0.057 -3.464
H -4.752 -1.076 -2.278
```

As for the charge: 0. The expectation value of S² is 0.764. Its multiplicity is 2. The HOMO energy (alpha / beta) is -11.0 / -11.0 eV.

Below is a 2-piece molecular cluster, C5H10O2 overall, with properties calculated with ωB97M-V/def2-TZVPD.

```
17
Properties=species:S:1:pos:R:3
C -1.634 -0.816 -1.907
C -0.889 -0.458 -0.927
O -1.195 0.490 0.141
C 0.387 -1.162 -0.720
C 1.009 -1.254 0.451
C 2.447 -1.385 0.724
H -2.353 -0.119 -2.309
H -1.252 -1.564 -2.724
H -2.150 0.803 0.047
H 0.844 -1.669 -1.535
H 0.437 -1.278 1.446
H 3.222 -0.986 -0.027
H 2.824 -2.452 0.936
H 2.691 -0.849 1.639
O -0.395 3.516 1.617
H 0.248 3.707 0.896
H 0.291 2.805 1.843
```

As for the charge: 0. For the energy above the lowest of the compared OMol25 structures with the same formula, charge and spin, the calculation gives 91.3 kcal/mol. The HOMO energy is -8.5 eV. Its structure (SMILES) is C=C(O)/C=C/C.O.

Below is C41H44I3N3NiP2S3 as an isolated structure, with properties calculated with ωB97M-V/def2-TZVPD.

```
97
Properties=species:S:1:pos:R:3
Ni -0.130 -0.293 -0.908
C -0.499 1.231 2.103
N 0.906 1.356 2.385
C 1.936 1.035 1.439
P 1.788 -0.493 0.415
C 3.309 -0.327 -0.542
C 3.242 0.220 -1.818
C 4.393 0.529 -2.522
C 5.631 0.271 -1.950
C 5.711 -0.286 -0.681
C 4.557 -0.579 0.028
C 2.006 -1.891 1.528
C 1.555 -1.812 2.846
C 1.699 -2.903 3.689
C 2.282 -4.073 3.224
C 2.735 -4.153 1.913
C 2.598 -3.067 1.064
C 1.283 1.842 3.665
C 2.472 2.549 3.832
C 2.832 3.013 5.089
C 2.009 2.798 6.184
C 0.821 2.105 6.014
C 0.458 1.620 4.766
P -1.017 1.431 0.354
C -0.569 3.085 -0.222
C -1.163 3.551 -1.398
C -0.840 4.802 -1.893
C 0.068 5.606 -1.215
C 0.638 5.163 -0.032
C 0.325 3.906 0.468
C -2.818 1.484 0.470
C -3.610 0.466 -0.045
C -4.993 0.545 0.047
C -5.583 1.638 0.662
C -4.796 2.657 1.183
C -3.417 2.585 1.084
H -1.045 1.989 2.673
H -0.931 0.256 2.389
H 2.875 0.893 1.979
H 2.125 1.824 0.693
H 2.271 0.390 -2.265
H 4.334 0.950 -3.516
H 6.535 0.497 -2.498
H 6.677 -0.487 -0.238
H 4.630 -0.996 1.025
H 1.117 -0.900 3.227
H 1.364 -2.833 4.715
H 2.397 -4.919 3.886
H 3.208 -5.058 1.557
H 2.973 -3.131 0.050
H 3.116 2.759 2.988
H 3.757 3.560 5.204
H 2.290 3.169 7.159
H 0.170 1.928 6.859
H -0.463 1.061 4.663
H -1.898 2.947 -1.917
H -1.311 5.159 -2.799
H 0.312 6.587 -1.597
H 1.314 5.803 0.518
H 0.734 3.601 1.420
H -3.141 -0.387 -0.520
H -5.615 -0.242 -0.359
H -6.661 1.700 0.733
H -5.258 3.511 1.659
H -2.810 3.397 1.467
C -3.662 -3.446 -0.204
C -2.331 -3.554 0.537
S -0.892 -2.517 0.086
C 0.131 -3.593 -0.960
C -0.519 -4.122 -2.225
S -1.135 -2.776 -3.267
C -2.663 -3.459 -3.960
C -3.886 -3.360 -3.060
S -3.921 -4.506 -1.648
H -3.891 -2.420 -0.472
H -4.431 -3.757 0.506
H -1.946 -4.575 0.502
H -2.487 -3.308 1.587
H 0.469 -4.425 -0.338
H 1.019 -2.998 -1.198
H -1.357 -4.769 -1.974
H 0.219 -4.705 -2.778
H -2.474 -4.488 -4.268
H -2.834 -2.882 -4.871
H -4.772 -3.596 -3.651
H -4.008 -2.342 -2.687
I -3.465 1.818 -5.555
C -1.822 1.431 -4.389
C -0.531 1.889 -4.554
N 0.196 1.386 -3.548
N -0.541 0.612 -2.733
C -1.773 0.642 -3.241
H -0.092 2.519 -5.308
H 1.184 1.502 -3.397
H -2.573 0.093 -2.775
I 1.758 -2.558 -4.683
I 4.144 -2.377 -5.857
```

As for the charge: +2. The expectation value of S² is 2.008. Its multiplicity is 3. The HOMO energy (alpha / beta) is -12.6 / -12.6 eV.

Number 1: F_max 8.30 eV Å⁻¹. Number 2: F_max 5.17 eV Å⁻¹. Number 3: F_max 0.74 eV Å⁻¹.